(1)
{"formula": "C19H26Cl4O7PRh", "method": "the ωB97M-V functional and the def2-TZVPD basis", "elements": ["Rh", "Cl", "Cl", "Cl", "Cl", "P", "O", "O", "O", "O", "O", "O", "O", "C", "C", "C", "C", "C", "C", "C", "C", "C", "C", "C", "C", "C", "C", "C", "C", "C", "C", "C", "H", "H", "H", "H", "H", "H", "H", "H", "H", "H", "H", "H", "H", "H", "H", "H", "H", "H", "H", "H", "H", "H", "H", "H", "H", "H"], "positions_angstrom": [[-0.318, 0.105, 1.220], [-5.288, -2.687, -2.339], [-5.559, 0.355, -2.976], [-3.647, 2.438, -1.534], [-3.104, -3.667, -0.256], [0.804, 0.094, -0.759], [-1.528, -1.366, 0.862], [-1.779, 1.087, 0.383], [-0.679, -1.066, 3.673], [-1.547, 1.962, 5.315], [-1.240, 1.601, 3.126], [2.472, 0.418, 4.169], [1.332, 0.411, 2.280], [-3.558, 0.747, -1.208], [1.576, -0.028, 3.490], [1.218, 2.813, -0.630], [-2.497, -1.073, -0.004], [0.503, 2.029, -2.933], [3.515, 0.274, 0.362], [-4.387, -0.185, -1.836], [-3.309, -1.999, -0.636], [0.704, -1.454, -3.208], [0.716, -1.203, 3.962], [3.277, 0.339, -2.094], [-2.628, 0.304, -0.281], [0.427, 1.770, -1.430], [-4.267, -1.547, -1.549], [2.641, -0.197, -0.804], [0.197, -2.624, -1.095], [0.109, -1.266, -1.807], [-1.389, -0.291, 4.604], [-1.363, 1.181, 4.249], [-0.619, 1.889, -1.140], [0.699, -0.564, -3.832], [3.606, 1.360, 0.368], [-0.946, -0.992, -1.918], [-0.191, 1.404, -3.494], [1.224, -2.997, -1.112], [1.499, 1.913, -3.353], [0.864, -1.360, 5.031], [0.115, -2.218, -3.718], [3.148, -0.027, 1.335], [0.775, 3.796, -0.797], [-0.414, -3.345, -1.640], [-2.435, -0.601, 4.555], [2.261, 2.862, -0.943], [2.686, -1.291, -0.823], [1.031, -2.097, 3.423], [4.516, -0.137, 0.218], [2.744, 0.103, -3.009], [0.197, 3.064, -3.100], [-0.159, -2.602, -0.068], [4.277, -0.091, -2.175], [1.202, 2.628, 0.447], [3.396, 1.421, -2.040], [-1.567, 2.876, 4.994], [-1.035, -0.441, 5.626], [1.725, -1.830, -3.150]], "lumo_ev": -0.8, "charge": 0, "homo_energy_ev": -7.715, "homo_lumo_gap_ev": 6.93}


(2)
{"formula": "C15H17BN4O4PbS4", "method": "the ωB97M-V functional and the def2-TZVPD basis", "elements": ["Pb", "S", "S", "S", "S", "O", "O", "O", "O", "N", "N", "N", "N", "C", "C", "C", "C", "C", "C", "C", "C", "C", "C", "C", "C", "C", "C", "C", "B", "H", "H", "H", "H", "H", "H", "H", "H", "H", "H", "H", "H", "H", "H", "H", "H", "H"], "positions_angstrom": [[-0.509, -0.792, 0.388], [-4.022, -2.321, 0.380], [0.667, -3.349, 0.392], [2.580, 0.044, -0.271], [-1.922, 1.601, -1.050], [-0.462, 2.197, -1.475], [-1.835, 0.281, -1.669], [-2.891, 2.507, -1.589], [-1.904, 1.510, 0.407], [3.239, -0.928, 2.166], [0.523, -3.288, -2.329], [2.579, -3.130, -1.619], [3.709, -2.327, 0.568], [-0.933, -3.313, -2.352], [3.793, -2.052, 2.764], [1.844, 5.090, 0.399], [-0.252, 3.890, 0.287], [2.308, 4.362, -0.691], [4.072, -2.912, 1.765], [2.841, 0.293, 2.838], [0.230, 3.171, -0.800], [1.303, -3.228, -1.210], [2.597, -3.143, -2.997], [1.507, 3.408, -1.290], [0.565, 4.845, 0.879], [1.331, -3.234, -3.446], [-2.526, -1.922, 0.530], [3.200, -1.101, 0.817], [3.940, -2.955, -0.825], [3.525, -3.067, -3.538], [0.931, -3.258, -4.446], [-1.294, -3.872, -1.494], [-1.246, 3.695, 0.667], [3.348, 1.146, 2.390], [3.107, 0.210, 3.889], [2.474, 5.835, 0.867], [3.307, 4.536, -1.074], [1.861, 2.816, -2.125], [1.771, 0.461, 2.744], [-1.350, -2.307, -2.303], [3.914, -2.135, 3.830], [4.486, -3.905, 1.798], [-1.256, -3.793, -3.273], [4.451, -4.050, -0.673], [0.188, 5.404, 1.727], [4.627, -2.211, -1.490]], "spin_multiplicity": 2, "lumo_ev": [2.5, 2.0], "s2": 0.754, "charge": -1, "homo_energy_ev": [-3.488, -4.635], "homo_lumo_gap_ev": [6.03, 6.65]}


(3)
{"formula": "C9H7F5O7P", "method": "the ωB97M-V functional and the def2-TZVPD basis", "elements": ["P", "F", "F", "F", "F", "F", "O", "O", "O", "O", "O", "O", "O", "C", "C", "C", "C", "C", "C", "C", "C", "C", "H", "H", "H", "H", "H", "H", "H"], "positions_angstrom": [[-1.620, -1.301, -1.933], [2.005, -0.468, -2.082], [0.899, 1.454, 3.826], [1.188, -2.475, -2.071], [0.618, 2.434, 1.904], [-1.033, 1.376, 2.830], [-0.156, -0.657, -2.116], [-1.775, -2.655, -2.446], [0.130, 4.070, -1.565], [-2.500, -0.225, -2.678], [-1.158, 2.432, -0.746], [-1.411, 3.092, -2.886], [-1.989, -1.196, -0.386], [0.687, 0.003, 0.541], [0.302, 1.338, 2.610], [1.044, -1.183, -0.083], [1.083, -1.042, 2.668], [-0.903, 3.123, -1.770], [0.714, 0.068, 1.922], [0.984, -1.228, -1.588], [1.431, -2.290, 0.649], [1.450, -2.207, 2.032], [-2.724, -0.592, -0.233], [-2.501, 0.634, -2.207], [0.344, 3.894, -0.641], [0.372, 0.867, -0.040], [1.745, -3.075, 2.604], [1.696, -3.203, 0.139], [1.077, -0.989, 3.746]], "lumo_ev": 2.8, "charge": -1, "homo_energy_ev": -5.249, "homo_lumo_gap_ev": 8.02}


(4)
{"formula": "C24H16AsF5N2O8SSr", "method": "the ωB97M-V functional and the def2-TZVPD basis", "elements": ["Sr", "As", "S", "F", "F", "F", "F", "F", "O", "O", "O", "O", "O", "O", "O", "O", "N", "N", "C", "C", "C", "C", "C", "C", "C", "C", "C", "C", "C", "C", "C", "C", "C", "C", "C", "C", "C", "C", "C", "C", "C", "C", "H", "H", "H", "H", "H", "H", "H", "H", "H", "H", "H", "H", "H", "H", "H", "H"], "positions_angstrom": [[0.642, 0.452, 0.870], [1.742, -1.503, 2.243], [2.645, 2.954, -0.441], [6.381, 0.705, -4.478], [6.703, 3.236, -3.430], [4.970, 4.180, -1.618], [2.455, 0.114, -1.985], [4.235, -0.778, -3.689], [-0.857, -3.911, -0.076], [-4.644, -3.472, 4.621], [-1.458, -5.159, 1.572], [2.399, -0.680, 0.995], [-0.311, -1.394, 0.720], [-4.600, -1.381, 5.140], [-0.964, 1.593, 1.657], [-3.167, 1.402, 1.407], [-1.346, -4.054, 1.035], [-4.215, -2.330, 4.462], [0.595, -0.208, 3.004], [-3.254, -2.104, 3.468], [5.658, 2.472, -3.034], [-1.120, 1.961, -2.258], [2.988, -1.661, 3.690], [-3.863, 3.228, -5.184], [-1.801, -2.922, 1.743], [4.753, 2.948, -2.103], [-1.892, 1.999, -4.586], [-1.308, -1.589, 1.436], [5.502, 1.199, -3.573], [3.633, 2.211, -1.635], [-0.347, 1.580, -1.401], [4.404, 0.451, -3.162], [-2.036, 2.404, -3.257], [-2.801, 2.412, -5.542], [-2.932, -0.788, 3.079], [1.399, -3.338, 1.955], [-4.006, 3.645, -3.869], [-2.050, 0.969, 1.648], [-2.711, -3.158, 2.757], [-2.046, -0.527, 2.083], [-3.103, 3.236, -2.906], [3.485, 0.940, -2.241], [-3.191, 3.527, -1.871], [-2.996, -4.177, 2.980], [1.193, 0.704, 2.949], [2.530, -2.295, 4.455], [-4.582, 3.536, -5.931], [-1.060, 1.357, -4.828], [3.245, -0.699, 4.144], [-3.435, 0.035, 3.564], [-0.291, -0.081, 2.433], [1.135, -3.562, 0.926], [0.642, -3.707, 2.647], [-4.828, 4.295, -3.603], [2.345, -3.825, 2.191], [0.317, -0.406, 4.047], [-2.685, 2.103, -6.573], [3.905, -2.139, 3.350]], "lumo_ev": 3.3, "charge": -2, "homo_energy_ev": -1.459, "homo_lumo_gap_ev": 4.80}


(5)
{"formula": "C18H30NO3", "method": "the ωB97M-V functional and the def2-TZVPD basis", "elements": ["O", "O", "O", "N", "C", "C", "C", "C", "C", "C", "C", "C", "C", "C", "C", "C", "C", "C", "C", "C", "C", "C", "H", "H", "H", "H", "H", "H", "H", "H", "H", "H", "H", "H", "H", "H", "H", "H", "H", "H", "H", "H", "H", "H", "H", "H", "H", "H", "H", "H", "H", "H"], "positions_angstrom": [[-0.803, -1.306, -0.077], [-1.191, -1.053, 1.923], [1.034, 0.168, -1.590], [-0.277, 1.472, 2.276], [-0.416, 2.140, 0.769], [1.293, -1.196, -1.392], [1.346, 1.268, 2.581], [0.354, 0.701, -2.842], [0.161, -2.113, -1.114], [-0.746, -1.528, 1.042], [1.324, -2.766, 1.826], [-0.286, 0.610, -5.730], [-2.516, 2.967, 1.195], [-1.778, 1.845, 0.406], [0.972, 1.045, -5.129], [1.740, -1.355, 2.073], [-2.424, 2.493, 2.742], [0.136, -3.157, -0.441], [1.577, -0.215, 2.367], [0.211, -2.913, 1.017], [-1.005, 2.271, 3.125], [1.426, 0.200, -3.847], [-0.539, -4.053, -0.789], [-0.612, 1.011, -6.707], [-2.907, 1.483, 2.768], [-1.011, 1.993, 4.071], [-1.593, 2.448, -0.642], [-3.571, 2.707, 1.058], [1.905, -1.085, -0.287], [-0.350, -3.768, 1.566], [0.556, 1.848, -2.823], [1.689, 0.721, -6.023], [-0.540, -2.164, -2.127], [1.884, -1.552, -2.124], [1.334, -3.116, 2.773], [-2.438, 3.863, 1.179], [1.366, -3.724, -0.591], [0.393, 1.213, 0.073], [0.946, 2.257, -4.969], [1.422, -0.672, -4.154], [-0.400, 0.226, -2.982], [2.426, 0.590, -3.722], [0.187, 3.117, 0.841], [1.100, 1.198, 3.677], [-1.174, 0.757, -5.058], [1.847, 1.974, 1.966], [-0.528, 3.363, 3.074], [-0.267, -0.560, -6.072], [-3.064, 3.195, 3.336], [-2.167, 0.951, 0.350], [-0.481, 0.571, 2.123], [2.240, -3.208, 1.237]], "lumo_ev": -2.1, "charge": 1, "homo_energy_ev": -12.317, "homo_lumo_gap_ev": 10.19}


(6)
{"formula": "C14H8N5O3Ti", "method": "the ωB97M-V functional and the def2-TZVPD basis", "elements": ["Ti", "O", "O", "O", "N", "N", "N", "N", "N", "C", "C", "C", "C", "C", "C", "C", "C", "C", "C", "C", "C", "C", "C", "H", "H", "H", "H", "H", "H", "H", "H"], "positions_angstrom": [[-0.345, 1.374, -0.250], [-1.665, 2.801, -0.478], [0.703, 2.018, 0.756], [-1.530, 3.755, -1.374], [3.759, -0.180, -4.460], [-1.528, 0.498, 1.347], [0.657, 1.513, -2.075], [2.305, 4.042, -5.360], [0.413, -0.694, -0.008], [1.898, -2.496, -0.490], [-2.517, 1.169, 1.940], [-0.073, -1.377, 1.045], [1.388, 1.670, -2.966], [1.405, -3.200, 0.591], [1.372, -1.245, -0.756], [-1.789, -1.275, 2.899], [-2.812, -0.578, 3.521], [2.278, 3.062, -4.755], [2.250, 1.854, -4.018], [0.405, -2.636, 1.369], [3.096, 0.752, -4.305], [-1.157, -0.709, 1.803], [-3.186, 0.664, 3.038], [1.731, -0.653, -1.586], [-3.314, -1.007, 4.378], [-2.744, 2.138, 1.510], [-3.977, 1.237, 3.497], [2.677, -2.891, -1.126], [-1.498, -2.246, 3.269], [0.010, -3.179, 2.214], [1.788, -4.183, 0.831]], "spin_multiplicity": 2, "lumo_ev": [-1.8, -1.8], "s2": 0.754, "charge": 0, "homo_energy_ev": [-8.118, -8.117], "homo_lumo_gap_ev": [6.33, 6.32]}


Result set for DFT total energy: -3558.95843; -2912.36484; -1714.82482; -4799.29866; -983.44714; -1887.23104 Eh, one per record in the order listed.
Result set for strongest force on any atom: 0.80; 0.34; 1.09; 14.25; 18.49; 1.80 eV/A, one per record in the order listed.